(1)
Below is a 5-piece molecular cluster, C17H35N5O5P overall, with properties calculated with ωB97M-V/def2-TZVPD.

As for the total energy: -1659.70503 Ha. As for the net charge: +1. As for the energy above the lowest of the compared OMol25 structures with the same formula, charge and spin: 156.3 kcal per mole. Its spin multiplicity is 1. As for the LUMO energy: -3.9 eV. The gap between HOMO and LUMO is 0.2630 hartree.

Cartesian coordinates (Å):
O (-0.917, -1.663, -1.980)
P (-1.498, -0.834, -3.401)
C (-3.446, -0.718, -3.463)
C (-4.057, 0.647, -2.898)
C (-5.669, 0.887, -2.944)
C (-6.412, -0.401, -3.613)
C (-5.539, -1.670, -4.063)
N (-4.073, -1.936, -4.036)
H (-1.516, -1.533, -1.187)
H (-1.116, -1.478, -4.638)
H (-0.987, 0.532, -3.409)
H (-3.354, 1.477, -2.453)
H (-6.181, 1.865, -2.556)
H (-7.581, -0.396, -3.762)
H (-6.173, -2.583, -4.506)
C (1.557, 1.007, -1.556)
C (2.371, 0.360, -2.642)
O (1.873, -0.412, -3.459)
N (3.702, 0.650, -2.706)
C (4.468, 1.522, -1.849)
H (0.516, 0.680, -1.635)
H (1.939, 0.712, -0.576)
H (1.586, 2.095, -1.666)
H (4.180, 0.175, -3.463)
H (4.914, 2.302, -2.471)
H (5.265, 0.931, -1.390)
H (3.859, 1.981, -1.069)
C (8.010, 5.785, -1.894)
C (7.407, 4.466, -1.499)
O (6.268, 4.380, -1.044)
N (8.162, 3.342, -1.657)
C (9.507, 3.233, -2.168)
H (7.290, 6.587, -1.711)
H (8.905, 5.981, -1.297)
H (8.256, 5.779, -2.960)
H (7.686, 2.494, -1.368)
H (9.485, 2.577, -3.042)
H (10.128, 2.778, -1.393)
H (9.925, 4.200, -2.449)
C (-0.430, -3.137, 1.181)
C (-1.616, -2.277, 1.520)
O (-2.284, -1.715, 0.654)
N (-1.945, -2.127, 2.835)
C (-1.294, -2.698, 3.989)
H (-0.293, -3.159, 0.096)
H (0.474, -2.722, 1.635)
H (-0.598, -4.159, 1.529)
H (-2.754, -1.535, 2.982)
H (-2.028, -3.303, 4.527)
H (-0.965, -1.878, 4.632)
H (-0.437, -3.318, 3.721)
C (-5.960, -2.984, 4.532)
C (-4.723, -2.835, 5.373)
O (-3.820, -3.669, 5.359)
N (-4.617, -1.734, 6.170)
C (-5.558, -0.651, 6.328)
H (-5.899, -3.909, 3.953)
H (-6.844, -3.036, 5.174)
H (-6.043, -2.145, 3.836)
H (-3.756, -1.705, 6.705)
H (-5.054, 0.279, 6.053)
H (-5.848, -0.605, 7.380)
H (-6.448, -0.778, 5.710)

Forces on the atoms, in the same order (eV/Å):
O -1.512 2.031 -3.479
P -1.022 -0.866 2.724
C -1.164 0.959 0.437
C -2.457 -2.146 -1.205
C 2.606 -4.851 -2.055
C 3.683 1.087 0.996
C 0.107 0.534 0.238
N -3.831 6.411 2.291
H -0.029 -0.151 -0.102
H 0.063 0.212 1.263
H -0.354 -1.302 0.007
H -1.476 -1.936 -1.038
H 1.087 -2.222 -0.895
H 2.746 -0.188 0.305
H 1.625 2.278 1.083
C -0.173 0.096 0.069
C 0.775 -0.214 -0.472
O -0.484 0.094 0.045
N -1.166 -0.422 -0.069
C 0.393 0.030 -0.258
H 0.307 -0.040 0.014
H -0.069 0.217 -0.042
H 0.079 -0.072 0.217
H -0.121 0.117 0.178
H 0.042 0.128 0.379
H 0.008 0.243 0.183
H 0.119 -0.094 -0.205
C -0.063 0.248 0.001
C -0.672 -0.414 0.339
O 0.407 0.022 -0.239
N -0.498 0.486 0.080
C -0.034 -0.446 0.083
H 0.092 -0.315 0.006
H 0.023 0.019 -0.215
H 0.165 0.059 0.130
H 0.172 0.237 -0.046
H 0.317 0.111 -0.033
H 0.239 0.093 -0.215
H -0.176 -0.165 0.089
C 0.082 -0.035 -0.212
C -0.167 0.045 1.211
O -0.020 0.377 -0.952
N 0.161 0.051 -1.561
C -0.152 -0.074 0.422
H -0.088 0.028 0.244
H -0.057 -0.215 0.045
H 0.178 0.122 0.055
H 0.172 -0.187 0.013
H 0.361 0.038 0.055
H 0.169 -0.185 0.091
H -0.146 0.201 -0.084
C -0.098 -0.187 -0.173
C 0.622 -0.243 0.355
O -0.552 0.258 -0.011
N 0.141 -0.614 -0.499
C 0.261 0.173 0.314
H 0.117 0.207 0.218
H -0.002 0.146 -0.163
H -0.191 -0.024 0.111
H -0.247 -0.019 -0.068
H -0.305 0.120 0.037
H -0.212 0.211 -0.139
H 0.221 -0.063 0.101

(2)
Below is C41H53Br2N3O6PtS as an isolated structure, with properties calculated with ωB97M-V/def2-TZVPD.

As for the total energy: -7875.28789 Ha. As for the energy above the lowest of the compared OMol25 structures with the same formula, charge and spin: 1.6 kcal per mole. Its spin multiplicity is 5. As for the LUMO energy (spin up / spin down): 0.4 / -1.9 eV. The gap between HOMO and LUMO (spin up / spin down) is 0.2891 / 0.2460 hartree.

Cartesian coordinates (Å):
Pt (-1.140, 0.693, -0.504)
C (5.829, 0.181, 4.655)
C (4.307, 0.279, 4.773)
C (3.949, 1.664, 5.335)
C (3.825, -0.810, 5.745)
C (3.607, 0.105, 3.434)
C (2.199, 0.111, 3.397)
C (1.533, 0.006, 2.215)
Br (-0.355, 0.013, 2.294)
C (2.230, -0.115, 0.938)
O (1.619, -0.131, -0.136)
C (3.688, -0.186, 1.003)
C (4.300, -0.056, 2.232)
C (4.582, -0.452, -0.214)
C (5.234, -1.832, -0.007)
C (5.674, 0.629, -0.289)
C (3.873, -0.478, -1.573)
H (6.274, 0.308, 5.642)
H (6.234, 0.960, 4.006)
H (6.140, -0.792, 4.271)
H (4.414, 1.799, 6.314)
H (2.872, 1.784, 5.452)
H (4.307, 2.453, 4.672)
H (4.367, -0.726, 6.689)
H (4.004, -1.804, 5.334)
H (2.761, -0.720, 5.962)
H (1.627, 0.203, 4.311)
H (5.378, -0.096, 2.268)
H (5.844, -1.859, 0.897)
H (5.874, -2.067, -0.860)
H (4.470, -2.607, 0.075)
H (6.349, 0.601, 0.567)
H (5.228, 1.624, -0.340)
H (6.274, 0.476, -1.187)
H (3.115, -1.256, -1.623)
H (4.626, -0.677, -2.340)
H (3.394, 0.474, -1.798)
O (-2.826, 0.767, -6.795)
C (-2.447, 0.791, -5.503)
C (-1.121, 0.930, -5.101)
C (-0.849, 0.952, -3.752)
N (-1.790, 0.840, -2.813)
C (-3.043, 0.690, -3.216)
Br (-4.356, 0.450, -1.883)
C (-3.436, 0.672, -4.538)
H (-2.054, 0.768, -7.370)
H (-0.321, 1.013, -5.825)
H (0.166, 1.059, -3.387)
H (-4.466, 0.520, -4.820)
C (-3.582, 2.013, 1.938)
C (-3.367, 3.450, 1.455)
C (-3.887, 3.641, 0.028)
C (-1.943, 3.947, 1.605)
C (-1.667, 4.878, 2.588)
C (-0.419, 5.480, 2.702)
C (0.561, 5.209, 1.753)
C (0.355, 4.290, 0.745)
C (1.409, 4.125, -0.331)
C (2.148, 2.784, -0.274)
C (0.830, 4.365, -1.730)
C (-0.876, 3.548, 0.731)
N (-0.990, 2.508, -0.078)
H (-4.647, 1.770, 1.909)
H (-3.225, 1.882, 2.961)
H (-3.062, 1.302, 1.295)
H (-3.963, 4.097, 2.106)
H (-3.336, 3.016, -0.674)
H (-3.789, 4.682, -0.286)
H (-4.940, 3.360, -0.028)
H (-2.460, 5.163, 3.269)
H (-0.228, 6.191, 3.496)
H (1.507, 5.737, 1.794)
H (2.145, 4.911, -0.141)
H (1.482, 1.957, -0.521)
H (2.565, 2.601, 0.719)
H (2.970, 2.787, -0.995)
H (0.102, 3.593, -1.982)
H (1.628, 4.340, -2.475)
H (0.334, 5.335, -1.789)
C (-6.097, -6.555, 0.644)
C (-5.453, -5.798, -0.485)
C (-4.624, -6.438, -1.397)
C (-4.032, -5.737, -2.439)
C (-4.275, -4.379, -2.564)
C (-5.105, -3.718, -1.667)
C (-5.686, -4.431, -0.635)
S (-3.506, -3.467, -3.871)
O (-4.402, -2.412, -4.247)
O (-3.035, -4.415, -4.838)
N (-2.187, -2.759, -3.213)
C (-1.161, -3.683, -2.720)
C (-0.054, -2.952, -1.972)
C (-0.527, -2.277, -0.686)
O (-0.084, -2.638, 0.386)
O (-1.445, -1.354, -0.873)
H (-5.871, -7.618, 0.587)
H (-7.181, -6.434, 0.622)
H (-5.746, -6.183, 1.608)
H (-4.441, -7.502, -1.297)
H (-3.400, -6.231, -3.164)
H (-5.295, -2.660, -1.793)
H (-6.337, -3.922, 0.067)
H (-2.421, -2.054, -2.510)
H (-0.745, -4.206, -3.579)
H (-1.602, -4.428, -2.045)
H (0.382, -2.179, -2.613)
H (0.713, -3.679, -1.706)

Forces on the atoms, in the same order (eV/Å):
Pt -0.257 -0.416 -0.461
C -0.033 -0.008 -0.012
C -0.002 0.002 0.022
C 0.007 -0.016 -0.014
C 0.004 0.005 -0.028
C -0.015 0.007 0.006
C -0.009 0.023 -0.038
C -0.084 -0.015 0.283
Br 0.285 0.084 -0.195
C 0.028 -0.178 -0.010
O -0.246 -0.299 0.033
C 0.068 -0.044 0.065
C 0.030 -0.008 -0.018
C -0.071 0.009 -0.030
C 0.009 0.022 0.015
C -0.001 -0.009 0.014
C 0.000 0.024 0.012
H 0.002 0.003 -0.002
H 0.011 -0.003 -0.001
H 0.015 0.002 0.003
H 0.000 0.003 -0.001
H 0.001 0.003 0.015
H -0.003 0.007 0.005
H -0.013 0.003 0.007
H 0.011 -0.005 0.015
H -0.002 -0.007 -0.001
H 0.029 0.025 0.015
H -0.002 -0.003 0.009
H 0.001 -0.006 -0.002
H 0.002 -0.001 0.003
H 0.009 -0.008 -0.017
H -0.006 0.014 0.003
H 0.009 0.001 -0.016
H 0.009 -0.003 0.005
H -0.012 -0.005 -0.017
H 0.011 0.007 0.014
H -0.003 -0.031 -0.014
O -0.003 -0.031 0.014
C -0.017 0.008 0.021
C 0.012 -0.013 -0.023
C 0.102 0.016 0.039
N -0.073 0.004 0.303
C 0.019 -0.013 -0.128
Br -0.032 -0.036 0.010
C -0.038 -0.066 0.003
H 0.003 0.016 -0.001
H 0.015 0.012 0.021
H 0.002 0.002 0.000
H -0.018 -0.017 0.005
C 0.054 0.012 -0.037
C 0.011 -0.102 -0.012
C 0.039 0.017 0.035
C -0.036 -0.042 -0.006
C 0.007 0.088 0.011
C -0.002 -0.062 -0.047
C -0.008 0.034 0.046
C 0.033 -0.041 -0.030
C 0.049 -0.111 -0.003
C -0.164 0.217 -0.049
C 0.024 -0.013 0.057
C 0.188 0.287 0.067
N -0.192 -0.302 0.016
H -0.003 -0.004 0.026
H -0.004 -0.006 0.003
H -0.014 -0.010 0.008
H -0.002 0.000 0.008
H -0.027 0.018 -0.003
H -0.008 0.005 -0.004
H -0.002 0.009 -0.007
H -0.001 -0.016 0.009
H -0.009 0.018 -0.010
H -0.005 0.014 -0.016
H -0.008 0.026 0.000
H 0.078 0.188 -0.009
H -0.004 0.012 0.012
H 0.023 -0.001 0.003
H 0.002 0.009 -0.028
H 0.005 0.008 -0.003
H -0.005 0.000 -0.016
C 0.011 0.022 -0.019
C -0.013 -0.025 0.009
C 0.006 0.002 0.000
C -0.020 0.034 0.012
C -0.018 -0.049 -0.094
C 0.029 -0.009 0.031
C 0.003 0.018 -0.003
S 0.032 0.084 -0.004
O -0.019 0.149 0.012
O 0.014 -0.010 0.017
N -0.067 -0.030 -0.010
C 0.091 -0.024 0.086
C -0.103 0.182 -0.035
C 0.013 -0.192 0.075
O -0.029 0.150 0.076
O 0.228 0.452 -0.076
H 0.001 -0.001 0.008
H -0.002 -0.005 0.007
H 0.000 -0.008 0.005
H 0.000 -0.001 0.001
H -0.004 -0.017 0.006
H -0.006 0.023 0.000
H -0.001 0.004 -0.003
H 0.010 0.013 -0.004
H -0.010 -0.030 0.017
H 0.033 -0.043 -0.023
H 0.009 -0.050 -0.040
H 0.042 0.054 -0.008